1.
Formula: C6H8O2
Source: the OMol25 dataset
Level of theory: ωB97M-V/def2-TZVPD

XYZ file:
```
16
Properties=species:S:1:pos:R:3:forces:R:3
C 0.08260 1.84308 0.23928 -5.487 1.176 -0.556
O 1.25439 1.49076 0.69232 6.749 0.764 1.326
C 1.60452 0.07057 0.79411 -2.084 1.053 5.610
C 0.35055 -0.47586 0.33069 -0.259 -1.814 -1.042
C -0.48208 0.47670 -0.01686 -2.841 -0.289 -2.051
C -1.51368 -0.10146 -1.03760 -1.563 -1.428 2.448
O -1.09627 -1.53221 -1.08461 0.032 0.218 -0.771
C -0.03013 -1.86203 -0.17805 0.473 1.437 1.561
H -0.01034 2.44884 -0.73363 0.739 -0.502 1.144
H -0.56544 2.56375 1.08742 1.674 -2.102 -2.085
H 1.60078 -0.01543 2.06414 0.553 -0.249 -3.164
H 2.53089 -0.40332 0.46629 0.099 1.031 -0.652
H -1.49323 0.37861 -2.01216 0.445 -0.127 -0.173
H -2.71037 -0.15444 -0.76137 3.012 0.366 -0.241
H 0.99544 -2.33060 -0.58352 -2.754 0.384 0.360
H -0.51764 -2.39694 0.73356 1.211 0.080 -1.714
```
Positions in Å, forces in eV/Å.

The frontier orbital gap comes out at 9.65 eV. As for the structure (SMILES): C1OCC2=C1COC2. Its energy is -383.74183 a.u. As for the relative energy (zero: lowest compared OMol25 entry of this formula, charge and spin): 441.8 kJ/mol. Its HOMO energy is -8.85 eV. The max |F| is 6.92 eV/Å.

***

2.
Formula: C25H63BNO5P
Source: the OMol25 dataset
Level of theory: ωB97M-V/def2-TZVPD

XYZ file:
```
96
Properties=species:S:1:pos:R:3:forces:R:3
C -3.75599 0.52307 0.88608 0.003 -0.066 0.151
C -4.19836 -0.59260 1.84983 0.070 0.042 0.010
C -3.67531 -1.98109 1.47478 0.012 -0.026 -0.035
C -3.95515 -2.43656 0.03324 -0.156 -0.014 0.167
C -5.38963 -2.20517 -0.46077 -0.012 -0.100 -0.063
C -6.36023 -3.35299 -0.15211 0.003 0.146 0.167
C -6.96892 -3.27038 1.26625 0.102 -0.179 -0.014
P -8.81869 -3.37840 1.18989 -0.084 -0.014 -0.125
B -9.22353 -1.48848 0.78828 0.239 -0.239 0.083
O -10.20188 -1.23913 -0.14674 0.183 -0.162 -0.454
N -8.48935 -0.40590 1.34117 -1.004 0.159 0.328
C -8.76033 0.93975 0.83039 0.251 0.011 -0.056
C -8.15446 -0.42765 2.77252 0.444 -0.076 -0.179
H -3.00809 0.16086 0.18020 0.007 0.060 -0.024
H -3.29601 1.34862 1.42769 -0.022 0.038 -0.047
H -4.59622 0.92205 0.31653 0.037 -0.025 -0.071
H -5.28841 -0.61229 1.92831 0.057 0.019 -0.054
H -3.84067 -0.36347 2.85647 -0.007 -0.035 0.010
H -2.59066 -1.98251 1.62637 -0.004 -0.073 0.006
H -4.08196 -2.71982 2.17273 -0.022 0.046 0.027
H -3.24927 -1.95969 -0.64955 -0.034 0.094 0.038
H -3.74947 -3.51034 -0.01916 0.119 0.034 -0.099
H -5.37513 -2.03174 -1.53951 0.056 -0.087 -0.007
H -5.79608 -1.29260 -0.01751 -0.012 0.059 -0.129
H -7.15587 -3.34427 -0.90373 -0.034 -0.021 0.045
H -5.84655 -4.31140 -0.26093 -0.034 0.005 -0.142
H -6.66357 -2.33900 1.73229 0.028 0.009 0.077
H -6.61020 -4.08256 1.90130 0.012 0.002 -0.034
H -9.11963 -3.39516 2.57227 -0.003 0.140 0.053
H -10.42935 -2.02902 -0.65689 -0.052 0.209 0.305
H -9.32708 1.53397 1.55197 -0.074 -0.027 -0.035
H -9.32999 0.87619 -0.09175 0.014 0.030 -0.014
H -7.82598 1.46922 0.62267 0.012 -0.008 0.053
H -7.14830 -0.80978 2.95992 -0.021 0.062 0.022
H -8.19110 0.59016 3.15757 -0.002 -0.016 0.049
H -8.84954 -1.03682 3.34922 -0.033 0.016 -0.009
C 1.47820 0.19189 2.07407 -0.031 0.047 0.016
C 0.51828 0.21594 0.89895 0.003 -0.066 -0.011
O -0.24527 1.40536 0.79200 -0.060 0.004 -0.005
C 0.49149 2.60384 0.62319 0.032 0.041 0.023
C 1.35386 2.63168 -0.62605 -0.024 -0.061 -0.017
H 0.94668 0.36939 3.01027 0.007 -0.007 0.004
H 1.96999 -0.77845 2.14072 -0.002 -0.005 0.015
H 2.26197 0.94505 1.98217 0.015 -0.019 -0.018
H -0.22503 -0.57541 1.01095 0.003 -0.005 -0.001
H 1.05650 0.01613 -0.03532 0.003 0.035 0.000
H 1.10233 2.81025 1.51008 0.003 -0.031 -0.002
H -0.26645 3.38609 0.56935 0.008 0.008 0.000
H 2.14540 1.88198 -0.59767 0.028 0.030 0.017
H 1.82846 3.60771 -0.73186 -0.009 0.008 -0.013
H 0.74708 2.44548 -1.51267 0.002 0.020 -0.005
C 3.99608 1.93797 -6.16938 -0.020 0.046 -0.003
C 3.60202 1.89154 -4.70332 0.061 -0.046 0.033
O 2.88014 3.02664 -4.25786 -0.003 0.035 0.029
C 1.64827 3.27345 -4.91253 -0.055 -0.002 -0.035
C 0.64242 2.14196 -4.78607 0.030 -0.055 0.034
H 4.56540 2.84384 -6.38392 0.002 -0.003 -0.004
H 4.61574 1.07243 -6.40761 0.019 0.006 0.007
H 3.12912 1.91658 -6.83099 -0.001 -0.032 0.003
H 4.49807 1.87266 -4.08258 0.002 -0.016 -0.005
H 3.05014 0.96987 -4.48636 -0.033 0.018 -0.019
H 1.81382 3.51724 -5.96854 0.016 -0.017 0.003
H 1.25369 4.17131 -4.43613 0.017 0.007 0.002
H 0.98495 1.23003 -5.27652 -0.008 0.014 -0.035
H -0.30390 2.42727 -5.24724 0.005 0.036 0.005
H 0.45848 1.91159 -3.73631 -0.012 -0.014 -0.005
C 1.40619 -2.25139 5.94050 0.008 0.043 -0.006
C 2.47586 -2.54171 4.90179 -0.026 -0.031 -0.006
O 3.23982 -1.41028 4.52514 0.018 -0.002 -0.032
C 3.96855 -0.77626 5.56135 0.003 0.032 0.020
C 4.99574 -1.66880 6.23597 -0.004 -0.028 -0.031
H 0.74296 -1.45716 5.59489 -0.002 -0.001 0.003
H 0.81106 -3.14871 6.11467 -0.012 0.001 -0.011
H 1.83268 -1.94828 6.89746 0.005 -0.027 0.005
H 2.00868 -2.87809 3.97538 -0.003 -0.010 0.006
H 3.12729 -3.35439 5.24368 0.015 0.025 0.014
H 3.28789 -0.35052 6.30789 -0.011 -0.022 -0.005
H 4.46815 0.05983 5.07152 0.003 0.006 0.015
H 4.53200 -2.49961 6.76906 -0.005 0.017 0.022
H 5.56501 -1.08789 6.96277 0.010 0.006 -0.007
H 5.68922 -2.07851 5.50055 0.000 -0.004 0.003
C 10.00271 0.36652 -2.89634 -0.029 0.015 0.030
C 8.85253 0.08402 -3.84744 0.024 -0.030 -0.031
O 7.61134 0.62801 -3.43507 -0.033 -0.010 0.000
C 7.56838 2.03670 -3.29209 -0.045 0.055 0.010
C 7.86502 2.80097 -4.57091 -0.002 -0.043 -0.024
H 9.76387 0.01557 -1.89164 0.004 0.001 0.000
H 10.89849 -0.15159 -3.24113 -0.001 -0.015 0.007
H 10.23883 1.42979 -2.83981 0.014 -0.003 -0.025
H 8.67514 -0.99002 -3.90578 0.012 -0.001 -0.003
H 9.10696 0.42132 -4.85916 -0.013 0.028 0.011
H 8.23399 2.36690 -2.48628 0.028 -0.024 -0.020
H 6.54952 2.24949 -2.96713 0.012 0.010 0.026
H 8.88883 2.64887 -4.91481 0.009 0.022 0.019
H 7.72879 3.86947 -4.39950 -0.017 0.002 -0.001
H 7.18746 2.48942 -5.36765 0.001 0.003 -0.001
```
Positions in Å, forces in eV/Å.

The frontier orbital gap comes out at 9.31 eV. As for the structure (SMILES): CCCCCCCPB(O)N(C)C.CCOCC.CCOCC.CCOCC.CCOCC. Its energy is -1787.46421 a.u. Its HOMO energy is -8.55 eV. The max |F| is 1.07 eV/Å.

***

3.
Formula: C4H10NOS2
Source: the OMol25 dataset
Level of theory: ωB97M-V/def2-TZVPD

XYZ file:
```
18
Properties=species:S:1:pos:R:3:forces:R:3
C -1.45408 0.97660 0.70892 1.073 1.315 0.552
C -0.39813 -0.09250 0.54048 -0.058 0.740 -0.528
C 0.90995 0.64324 0.22074 -0.240 -1.817 -2.665
C 1.13014 1.19446 -1.15692 -2.069 -1.126 -0.094
N -0.35299 1.95871 -1.98550 2.335 2.175 3.469
O -0.03014 3.05282 -2.59165 0.132 -0.329 -0.590
S 2.15031 -0.43354 -0.63488 -0.021 0.087 -0.123
S 0.79987 -3.54436 -1.99841 -0.266 0.254 0.100
H -1.30376 1.49987 1.67430 0.069 0.110 -0.443
H -2.41192 0.52958 0.80689 -1.187 -0.208 -0.424
H -1.26257 1.66879 -0.15863 -0.978 -0.349 0.860
H -0.71954 -0.59325 -0.41448 0.683 -0.362 1.128
H -0.37825 -0.71117 1.47678 0.394 -0.016 -1.214
H 1.40407 1.16572 0.95858 0.602 1.070 1.999
H 1.95275 1.87102 -1.25908 -0.134 0.930 -0.113
H -0.96070 1.40093 -2.50889 -0.508 -2.098 -1.810
H 1.39425 -2.35514 -1.75201 0.593 0.061 -0.112
H -0.21323 -2.91698 -1.38823 -0.419 -0.437 0.008
```
Positions in Å, forces in eV/Å.

The frontier orbital gap (spin up / spin down) comes out at 5.77 / 5.29 eV. Its energy is -1084.61669 a.u. As for the relative energy (zero: lowest compared OMol25 entry of this formula, charge and spin): 406.9 kJ/mol. Its HOMO energy (spin up / spin down) is -2.55 / -2.06 eV. The max |F| is 4.71 eV/Å. As for the net charge: -1.

***

4.
Formula: C6H6N2
Source: the OMol25 dataset
Level of theory: ωB97M-V/def2-TZVPD

XYZ file:
```
14
Properties=species:S:1:pos:R:3:forces:R:3
C 2.01460 0.31130 -1.53945 2.514 -0.697 4.109
C 2.34217 0.54194 -0.26557 -0.652 -0.703 0.055
N 2.56941 0.75120 0.92808 2.243 1.374 -2.755
N 1.78385 0.39419 1.96215 -1.384 -0.940 1.811
C 0.57404 0.50782 1.67884 1.408 0.253 0.402
C -0.35209 0.62847 0.83211 -1.332 -1.464 -0.746
C -1.10853 -0.06172 -0.01479 -0.960 2.951 -0.956
C -2.38686 -0.72602 0.26863 -1.291 -2.157 2.034
H 2.40187 -0.50932 -2.04335 0.540 -1.265 -0.895
H 1.31835 0.92249 -1.90414 -2.430 2.428 -1.884
H -0.94431 0.22396 -1.08136 0.069 -0.656 0.698
H -2.26632 -1.38621 1.19693 -0.018 0.795 -1.087
H -2.59258 -1.42099 -0.54344 -0.291 0.059 -0.070
H -3.35360 -0.17711 0.52536 1.585 0.021 -0.717
```
Positions in Å, forces in eV/Å.

The frontier orbital gap (spin up / spin down) comes out at 8.26 / 8.26 eV. As for the structure (SMILES): C=C=NN=C=C=CC. Its energy is -341.50221 a.u. As for the relative energy (zero: lowest compared OMol25 entry of this formula, charge and spin): 578.5 kJ/mol. Its HOMO energy (spin up / spin down) is -8.74 / -8.74 eV. The max |F| is 4.87 eV/Å.